A structure of composition C29H29N2P2SSn in a non-equilibrium geometry. Source: OMol25; level of theory: wB97M-V/def2-TZVPD.

```
64
Properties=species:S:1:pos:R:3:forces:R:3:mulliken_charge:R:1
Sn 0.081 -0.501 -0.231 0.211 -0.179 -0.539 0.875
C 3.097 6.809 4.088 -0.051 -0.283 0.110 -0.701
S 2.908 5.497 5.322 -0.135 0.068 -0.037 -0.103
C 1.429 4.683 4.656 0.324 0.066 -0.017 -0.977
C 1.749 3.711 3.528 -0.187 -0.044 -0.006 0.622
C 0.493 2.976 3.061 0.358 0.150 0.118 -1.663
N 0.813 1.869 2.129 -0.324 -0.156 -0.602 0.766
P 0.462 0.234 2.655 0.237 0.005 0.797 0.277
C 1.104 0.226 4.366 0.012 -0.011 -0.221 0.622
C 0.207 -0.024 5.401 -0.030 0.043 -0.067 -0.313
C 0.654 -0.054 6.715 -0.026 -0.003 0.046 -0.702
C 1.993 0.167 6.993 0.004 0.022 0.021 -0.526
C 2.894 0.405 5.962 0.077 0.020 -0.090 -0.724
C 2.455 0.427 4.649 -0.083 -0.015 0.102 -0.368
C 1.817 -0.679 1.793 -0.144 0.185 -0.234 -0.978
C 1.643 -2.072 1.695 -0.050 -0.020 -0.003 -0.162
C 2.618 -2.862 1.107 0.056 -0.061 0.001 -0.630
C 3.761 -2.271 0.587 -0.007 -0.044 -0.020 -0.540
C 3.941 -0.896 0.669 0.026 0.103 0.111 -1.271
C 2.979 -0.102 1.268 0.179 -0.105 0.156 0.684
P 0.543 2.093 0.458 -0.342 0.481 0.811 0.355
C 1.455 3.627 0.115 0.074 -0.314 -0.257 0.526
C 0.835 4.867 0.251 -0.030 -0.063 0.000 -0.442
C 1.591 6.026 0.173 -0.019 0.040 0.013 -0.719
C 2.960 5.953 -0.050 -0.038 -0.014 0.013 -0.648
C 3.573 4.719 -0.218 0.075 0.000 -0.003 -0.667
C 2.823 3.557 -0.140 -0.017 -0.059 -0.027 -0.260
C -1.204 2.537 0.191 0.095 -0.021 -0.070 0.635
C -1.569 3.037 -1.063 0.074 -0.081 0.102 -0.599
C -2.903 3.262 -1.357 0.000 0.002 -0.055 -0.709
C -3.879 2.981 -0.409 -0.069 -0.052 0.008 -0.486
C -3.525 2.468 0.830 0.014 -0.011 -0.018 -0.788
C -2.189 2.239 1.130 0.076 0.091 0.008 -0.180
H 3.890 7.465 4.439 0.010 0.023 -0.034 0.386
H 2.167 7.371 4.014 0.038 0.077 -0.036 0.249
H 3.370 6.392 3.120 0.010 0.086 -0.043 0.124
H 0.741 5.466 4.326 -0.106 -0.051 0.056 0.342
H 0.975 4.153 5.495 -0.047 0.028 -0.001 0.432
H 2.476 2.984 3.886 0.046 -0.026 -0.005 0.063
H 2.198 4.243 2.687 0.048 -0.016 -0.011 -0.423
H -0.193 3.681 2.587 -0.088 -0.048 -0.018 0.676
H -0.021 2.567 3.936 -0.067 -0.022 -0.050 0.680
H -0.840 -0.195 5.178 0.002 -0.012 0.005 0.424
H -0.044 -0.251 7.517 0.005 0.011 -0.001 0.442
H 2.344 0.153 8.017 -0.015 -0.023 0.001 0.427
H 3.942 0.568 6.176 -0.015 0.000 0.036 0.437
H 3.161 0.596 3.847 0.041 0.018 0.001 0.346
H 0.759 -2.524 2.137 -0.024 -0.032 -0.072 0.443
H 2.488 -3.934 1.055 -0.013 0.006 -0.016 0.475
H 4.513 -2.882 0.106 -0.012 -0.003 0.000 0.414
H 4.834 -0.444 0.258 -0.006 -0.009 -0.001 0.408
H 3.132 0.964 1.373 -0.024 0.050 -0.073 0.821
H -0.232 4.931 0.419 -0.009 0.021 0.025 0.318
H 1.106 6.986 0.285 0.022 0.004 -0.001 0.423
H 3.547 6.860 -0.104 0.002 -0.005 -0.016 0.453
H 4.636 4.663 -0.412 -0.008 -0.009 -0.009 0.446
H 3.300 2.595 -0.288 0.018 0.002 0.010 0.500
H -0.799 3.249 -1.797 -0.063 0.051 -0.051 0.473
H -3.186 3.650 -2.326 0.015 0.011 0.006 0.424
H -4.922 3.148 -0.642 0.012 0.026 -0.005 0.411
H -4.287 2.237 1.561 0.001 0.023 0.004 0.448
H -1.917 1.843 2.100 -0.011 -0.039 0.021 0.255
N 2.546 -1.179 -2.374 -0.026 0.082 -0.007 -0.448
C 1.726 -0.799 -1.657 -0.076 0.039 0.135 -0.078
```
Forces are in eV/Å.

Summary:
ΔE to the lowest compared entry with this formula, charge and spin: 0.4 kcal/mol
Multiplicity: 1
Total charge: +1
HOMO energy: -10.655 eV
Calculated total energy: -68762.3280 eV
Lowest unoccupied orbital energy: -3.93 eV

A structure of composition C29H30AsCuF5O2PTe. Source: OMol25; level of theory: wB97M-V/def2-TZVPD.

```
70
Properties=species:S:1:pos:R:3:forces:R:3:mulliken_charge:R:1
Cu 1.501 1.726 -2.326 -0.104 -0.032 0.053 -0.911
C -0.545 -0.542 0.013 -0.046 0.014 0.024 -0.482
C -1.640 -0.064 -0.931 0.099 -0.072 0.005 -1.112
As -2.918 -1.436 -1.499 -0.013 -0.018 0.042 0.095
C -3.192 -2.239 0.281 -0.056 0.000 -0.024 0.007
C -4.193 -1.657 1.058 -0.007 -0.012 -0.016 -0.423
C -4.427 -2.075 2.361 0.006 -0.002 0.016 -0.644
C -3.667 -3.100 2.908 -0.005 0.008 -0.007 -0.409
C -2.670 -3.691 2.145 0.009 -0.002 -0.002 -0.614
C -2.432 -3.260 0.846 0.015 -0.002 0.012 0.126
C -1.697 -2.752 -2.284 0.053 0.050 -0.047 0.208
C -0.543 -2.332 -2.953 -0.068 -0.016 0.018 -0.333
C 0.259 -3.271 -3.593 -0.004 -0.039 -0.003 -0.901
C -0.072 -4.619 -3.584 0.010 0.000 -0.011 -0.336
C -1.230 -5.036 -2.942 0.002 -0.003 -0.010 -0.491
C -2.039 -4.104 -2.307 -0.017 0.007 0.032 -0.398
P 0.610 0.865 0.343 -0.038 0.016 -0.006 1.570
C -0.461 1.947 1.356 -0.005 0.020 -0.009 -0.114
C -1.110 1.524 2.520 0.010 0.006 -0.011 0.025
C -1.965 2.380 3.193 -0.002 0.013 0.001 -0.722
C -2.190 3.664 2.697 -0.002 -0.018 0.002 -0.335
C -1.559 4.084 1.538 0.001 0.009 0.032 -0.527
C -0.687 3.231 0.867 -0.007 0.011 0.009 -0.065
C 1.703 0.133 1.623 0.015 -0.062 -0.022 0.145
C 2.228 -1.150 1.447 -0.002 -0.010 0.006 -0.495
C 3.194 -1.657 2.304 0.018 -0.001 0.018 -0.607
C 3.670 -0.889 3.359 -0.005 -0.011 -0.007 -0.439
C 3.163 0.391 3.544 -0.007 0.013 -0.001 -0.645
C 2.194 0.894 2.687 0.001 0.003 0.002 -0.542
H 0.038 -1.332 -0.467 0.009 -0.020 -0.020 0.534
H -0.951 -0.940 0.948 0.028 0.022 0.000 0.299
H -1.200 0.340 -1.847 -0.009 0.034 -0.039 0.046
H -2.231 0.747 -0.505 -0.040 0.026 0.013 0.670
H -4.789 -0.852 0.641 0.006 -0.003 0.002 0.336
H -5.199 -1.595 2.950 0.002 -0.001 0.000 0.392
H -3.844 -3.429 3.925 0.000 -0.001 0.000 0.361
H -2.060 -4.481 2.568 0.003 -0.001 0.000 0.369
H -1.629 -3.711 0.275 -0.001 -0.010 -0.012 0.359
H -0.256 -1.276 -3.012 -0.018 -0.017 0.074 0.567
H 1.149 -2.928 -4.108 0.009 -0.003 0.001 0.446
H 0.563 -5.342 -4.084 0.003 -0.001 0.002 0.354
H -1.508 -6.084 -2.940 0.002 0.002 -0.001 0.359
H -2.950 -4.438 -1.818 0.012 0.005 0.009 0.414
H -0.946 0.518 2.896 0.002 0.001 0.001 0.333
H -2.470 2.046 4.093 0.002 0.001 -0.001 0.350
H -2.876 4.327 3.214 -0.003 -0.003 -0.001 0.340
H -1.756 5.062 1.118 -0.005 -0.008 -0.016 0.414
H -0.214 3.538 -0.065 -0.028 -0.015 -0.017 0.164
H 1.886 -1.757 0.617 0.021 0.002 0.019 0.313
H 3.579 -2.658 2.144 0.000 0.000 -0.003 0.374
H 4.426 -1.283 4.028 0.000 -0.001 0.001 0.342
H 3.523 1.004 4.363 0.000 0.000 0.000 0.354
H 1.807 1.894 2.843 -0.009 0.003 0.001 0.403
F -2.295 2.795 -1.660 0.031 0.031 -0.017 -0.563
Te -1.098 3.727 -3.017 -0.040 0.090 0.027 1.221
F -2.839 4.652 -3.751 0.042 -0.013 0.016 -0.627
F 0.295 0.489 -3.235 0.025 -0.017 -0.064 -0.785
F -0.078 5.107 -4.057 0.003 0.026 -0.007 -0.565
F -1.336 5.173 -1.782 0.009 0.017 0.010 -0.454
O 0.444 3.336 -1.994 0.031 -0.112 -0.067 -0.825
C 4.931 1.507 -0.094 0.007 0.002 0.004 -0.832
O 3.695 1.176 -0.723 -0.001 -0.077 0.058 -0.098
C 3.277 1.725 -1.865 0.057 0.160 -0.064 1.345
C 4.289 2.631 -2.511 0.013 0.002 -0.010 -1.228
H 4.977 2.570 0.148 0.003 -0.006 0.005 0.350
H 5.785 1.238 -0.718 -0.006 0.004 0.005 0.324
H 4.951 0.925 0.826 0.001 0.010 0.005 0.164
H 5.234 2.109 -2.707 -0.004 0.008 -0.003 0.391
H 4.505 3.488 -1.862 -0.004 -0.007 -0.006 0.305
H 3.886 3.011 -3.445 -0.002 0.001 -0.001 0.351
```
Forces are in eV/Å.

Summary:
ΔE to the lowest compared entry with this formula, charge and spin: 0.0 kcal/mol
Multiplicity: 1
Total charge: -2
HOMO energy: -1.564 eV
Calculated total energy: -170303.8120 eV
Lowest unoccupied orbital energy: 4.14 eV

A cluster of 2 separate species, C29H30Cl3F9N2O3S in total in a non-equilibrium geometry. Source: OMol25; level of theory: wB97M-V/def2-TZVPD.

```
77
Properties=species:S:1:pos:R:3:forces:R:3:mulliken_charge:R:1
C 3.344 3.069 2.095 0.132 -0.562 -0.238 -0.106
C 2.927 2.516 1.102 -1.474 -0.524 0.256 -0.909
C 2.086 1.677 0.186 -0.002 0.582 -0.351 0.695
N 0.986 2.198 -0.371 0.967 -1.561 -0.031 -0.429
C 0.285 1.293 -1.154 -0.563 0.376 -0.278 0.374
C -0.957 1.732 -1.815 0.223 -0.893 -0.074 -0.804
C -1.730 0.856 -2.582 1.052 0.100 0.799 0.289
C -3.053 1.351 -3.222 1.166 -0.689 -0.120 -0.681
O -4.133 0.472 -2.916 0.343 0.898 0.582 -0.410
C -4.433 0.512 -1.510 0.203 -0.709 -0.163 -0.385
O -5.822 0.565 -1.337 1.146 0.870 -0.373 -0.387
C -6.220 1.942 -1.285 -0.744 0.247 0.948 -0.098
C -6.165 2.417 0.248 1.114 -0.562 -0.843 -0.481
O -6.178 1.278 1.104 -0.476 0.604 0.269 -0.509
C -1.265 -0.517 -2.738 0.007 1.149 0.508 -0.453
C -0.086 -0.947 -2.142 0.183 -0.206 -0.435 0.639
C 0.313 -2.435 -2.386 -1.328 0.887 0.311 -1.388
C -0.594 -3.307 -1.457 0.717 -1.025 0.006 -0.790
C -0.082 -3.355 0.048 0.046 0.477 -1.218 -0.330
C -1.169 -2.885 1.066 0.446 0.035 -0.920 -1.135
C -1.403 -3.807 2.291 0.713 2.093 -0.056 1.034
F -0.682 -4.954 2.301 -0.935 0.347 -0.206 -0.279
F -0.935 -3.087 3.392 -0.478 -0.630 -0.491 -0.353
C -2.935 -4.000 2.576 0.066 0.148 2.259 0.486
F -3.658 -2.879 2.361 1.001 -0.621 -0.290 -0.224
F -3.059 -4.230 3.917 0.165 -0.314 -1.035 -0.287
S -3.771 -5.439 1.707 -3.134 -0.820 -0.241 1.294
F -2.968 -6.530 2.560 0.169 0.928 -0.737 -0.290
F -4.931 -5.441 2.855 0.939 0.004 -0.685 -0.313
F -4.725 -4.403 0.883 1.019 -0.846 0.086 -0.310
F -2.727 -5.454 0.485 -0.203 0.056 0.939 -0.280
F -4.559 -6.647 0.998 0.679 0.718 0.269 -0.292
C 0.743 -0.054 -1.325 -1.833 -0.916 -1.544 0.477
N 1.891 -0.595 -0.801 -0.654 2.671 0.673 -0.348
C 2.517 0.302 -0.061 1.683 -0.931 1.124 0.320
C 3.840 -0.162 0.612 0.049 0.168 -0.567 -1.024
C 5.070 0.526 -0.109 0.393 0.873 0.577 -1.146
C 6.010 1.301 0.844 0.435 0.576 0.406 0.716
C 6.221 2.709 0.714 0.680 -0.174 0.589 -0.284
C 7.118 3.390 1.578 0.307 -0.808 0.645 -0.521
C 7.821 2.698 2.617 -0.947 -0.540 -0.879 -0.454
C 7.579 1.311 2.768 -0.383 0.084 -0.511 -0.554
C 6.695 0.629 1.888 0.069 0.733 -0.205 -0.279
H 3.786 3.419 3.026 -0.279 -0.024 -0.885 0.420
H -1.304 2.776 -1.710 0.488 -0.662 0.185 0.050
H -2.901 1.320 -4.324 -0.422 0.203 0.663 0.414
H -3.233 2.391 -2.861 -0.042 -0.589 -0.396 0.307
H -3.909 1.381 -1.043 -0.401 -0.368 -0.267 0.410
H -4.005 -0.408 -1.050 -0.627 0.387 -0.203 0.250
H -5.542 2.587 -1.884 -0.521 -0.410 0.137 0.129
H -7.255 2.019 -1.681 0.725 -0.163 0.222 0.361
H -7.005 3.103 0.480 0.555 -0.538 0.012 0.363
H -5.180 2.920 0.404 -0.838 0.164 -0.112 0.219
H -5.278 0.940 1.191 -0.299 0.082 -0.123 0.296
H -1.902 -1.200 -3.330 0.550 0.316 0.362 0.426
H 1.388 -2.613 -2.212 -0.602 0.044 -0.166 0.375
H 0.012 -2.643 -3.438 0.556 -0.025 0.653 0.479
H -0.565 -4.353 -1.849 -0.117 0.704 0.230 0.361
H -1.650 -2.981 -1.543 0.583 -0.037 0.118 0.577
H 0.314 -4.375 0.197 -0.361 0.550 0.386 0.597
H 0.790 -2.661 0.069 -0.569 -0.557 0.351 0.077
H -0.863 -1.880 1.433 -0.326 -0.801 0.115 0.459
H -2.101 -2.694 0.486 0.431 -0.443 0.654 0.255
H 3.981 -1.256 0.511 -0.553 0.566 -0.028 0.365
H 3.804 0.059 1.700 0.164 0.092 -0.703 0.545
H 5.697 -0.212 -0.656 -0.622 0.318 0.299 0.412
H 4.698 1.266 -0.852 0.223 -0.557 0.327 0.437
H 5.703 3.313 -0.053 0.248 -0.614 0.431 0.290
H 7.304 4.477 1.499 -0.300 -0.715 -0.215 0.342
H 8.528 3.230 3.275 -0.518 -0.344 -0.428 0.373
H 8.059 0.712 3.559 -0.158 0.537 -0.455 0.341
H 6.541 -0.457 2.000 0.117 0.581 0.034 0.329
Cl 1.543 6.744 -2.688 -0.034 -0.044 0.015 -0.136
C 1.015 5.546 -1.500 0.190 -0.194 -0.095 0.284
Cl 1.684 5.881 0.082 0.179 0.091 0.198 -0.132
Cl -0.734 5.466 -1.408 -0.342 0.094 -0.090 -0.144
H 1.375 4.572 -1.814 -0.035 0.061 0.019 0.081
```
Forces are in eV/Å.

Summary:
Multiplicity: 1
SMILES: C#Cc1nc2cc(COCOCCO)cc(CCCCC(F)(F)C(F)(F)S(F)(F)(F)(F)F)c2nc1CCc1ccccc1.ClC(Cl)Cl
HOMO energy: -9.050 eV
Calculated total energy: -112536.4404 eV
Lowest unoccupied orbital energy: -0.89 eV

A structure of composition C29H30N3O3P2PdS2. Source: OMol25; level of theory: wB97M-V/def2-TZVPD.

```
70
Properties=species:S:1:pos:R:3:forces:R:3:mulliken_charge:R:1
Pd -1.834 -0.777 -0.621 -0.031 -0.082 -0.029 -0.040
S -2.219 -1.304 1.628 0.094 0.113 0.082 -0.548
P -0.703 -0.003 1.878 -0.177 0.157 -0.509 0.793
C -0.576 0.400 0.107 -0.013 0.168 0.379 0.540
P 0.006 1.911 -0.707 0.237 -0.337 0.161 1.203
S -1.695 2.811 -0.971 -0.140 0.118 -0.060 -0.249
C 1.196 2.833 0.278 -0.005 -0.002 0.049 0.241
C 0.731 3.674 1.290 0.040 -0.030 -0.039 -0.368
C 1.636 4.389 2.057 -0.009 0.005 -0.009 -0.757
C 2.999 4.278 1.812 -0.006 0.007 0.015 -0.611
C 3.464 3.454 0.796 -0.023 -0.028 -0.019 -0.748
C 2.565 2.730 0.027 0.007 -0.009 0.000 -0.319
C 0.912 1.331 -2.151 -0.053 -0.068 -0.049 0.102
C 1.114 2.226 -3.200 -0.041 -0.013 -0.009 -0.456
C 1.829 1.824 -4.317 -0.003 0.040 -0.030 -0.739
C 2.338 0.534 -4.391 0.010 -0.034 0.006 -0.517
C 2.142 -0.358 -3.345 -0.023 0.017 0.025 -0.660
C 1.429 0.036 -2.221 0.024 0.092 0.043 -0.357
C 0.843 -0.740 2.392 -0.026 -0.088 0.024 0.262
C 2.056 -0.075 2.214 0.029 0.025 0.078 0.346
C 3.228 -0.667 2.656 -0.026 0.032 -0.023 -0.769
C 3.187 -1.906 3.281 -0.020 -0.009 0.000 -0.589
C 1.978 -2.563 3.461 0.030 -0.006 -0.003 -0.735
C 0.801 -1.988 3.009 0.055 -0.021 -0.052 -0.669
C -1.096 1.398 2.906 0.060 0.038 0.011 0.837
C -2.303 2.063 2.666 0.026 0.001 0.028 -0.469
C -2.610 3.192 3.403 -0.004 -0.001 -0.007 -0.810
C -1.729 3.648 4.378 -0.024 0.012 -0.007 -0.462
C -0.539 2.979 4.623 0.026 -0.052 -0.003 -0.832
C -0.213 1.852 3.883 -0.082 0.021 0.050 -0.202
H -0.334 3.770 1.466 0.004 0.030 -0.020 0.521
H 1.275 5.041 2.841 0.003 0.005 0.004 0.492
H 3.701 4.847 2.406 0.003 0.006 0.009 0.431
H 4.524 3.382 0.596 0.007 -0.003 -0.004 0.457
H 2.930 2.092 -0.768 0.005 0.006 0.002 0.406
H 0.706 3.228 -3.145 -0.009 0.007 -0.003 0.441
H 1.986 2.515 -5.133 -0.004 0.008 -0.004 0.429
H 2.890 0.224 -5.268 0.009 -0.005 -0.001 0.410
H 2.541 -1.362 -3.403 0.001 -0.007 -0.002 0.462
H 1.275 -0.665 -1.408 -0.015 -0.006 -0.014 0.537
H 2.085 0.906 1.757 0.008 -0.004 -0.014 0.361
H 4.171 -0.156 2.518 0.011 0.005 0.000 0.494
H 4.104 -2.363 3.629 0.007 -0.004 0.003 0.419
H 1.950 -3.529 3.947 0.003 -0.006 0.005 0.435
H -0.141 -2.509 3.123 -0.011 0.011 0.001 0.440
H -2.990 1.698 1.912 0.023 -0.006 0.012 0.430
H -3.540 3.714 3.222 -0.006 0.010 0.004 0.439
H -1.980 4.526 4.958 -0.004 0.008 0.000 0.420
H 0.135 3.330 5.392 0.004 0.005 0.008 0.464
H 0.717 1.332 4.070 0.009 -0.007 0.006 0.424
N -1.766 -0.273 -2.666 0.045 0.198 -0.048 -0.094
N -2.957 -0.765 -3.240 0.108 0.053 0.010 -0.410
C -3.992 -1.234 -2.410 0.091 -0.329 -0.161 0.572
O -5.041 -1.558 -2.911 -0.033 0.146 0.061 -0.657
O -3.664 -1.376 -1.153 -0.128 0.033 0.098 -0.763
H -1.671 0.734 -2.810 0.008 -0.087 0.042 0.270
H -0.963 -0.769 -3.049 -0.069 0.069 -0.064 0.300
H -3.220 -0.388 -4.137 -0.029 -0.022 0.036 0.253
C -2.907 -5.996 -2.231 -0.018 -0.051 -0.002 -0.899
N -1.840 -4.999 -2.220 0.004 0.086 -0.002 0.161
C -0.507 -5.313 -2.710 0.047 -0.025 0.022 -0.785
C -2.070 -3.789 -1.722 -0.199 -0.163 -0.030 -0.012
O -1.214 -2.900 -1.653 0.142 -0.040 -0.046 -0.629
H -2.627 -6.803 -2.902 -0.019 0.017 -0.029 0.294
H -3.834 -5.558 -2.596 -0.003 0.020 0.031 0.354
H -3.075 -6.416 -1.239 0.025 -0.016 0.000 0.322
H -0.506 -6.319 -3.118 -0.002 -0.002 -0.002 0.306
H 0.226 -5.251 -1.906 -0.001 0.000 0.004 0.288
H -0.217 -4.609 -3.490 -0.002 0.001 0.002 0.269
H -3.098 -3.620 -1.375 0.055 -0.007 -0.015 0.526
```
Forces are in eV/Å.

Summary:
ΔE to the lowest compared entry with this formula, charge and spin: 0.0 kcal/mol
Multiplicity: 1
Total charge: +1
HOMO energy: -11.414 eV
Calculated total energy: -84895.5110 eV
Lowest unoccupied orbital energy: -4.88 eV

lowest unoccupied orbital energy of number 2 (C29H30AsCuF5O2PTe)?
4.14 eV